# 1
C5H11NO2 as an isolated structure at a distorted geometry, computed with ωB97M-V with the def2-TZVPD basis set.

XYZ file:
```
19
Properties=species:S:1:pos:R:3:forces:R:3
C -1.2794 0.6831 1.5474 0.9 -0.6 0.9
C 0.4239 -0.4543 0.2676 -1.1 0.8 2.2
C -0.5422 0.0723 -0.5961 2.4 -0.9 -3.6
N 1.4787 0.2078 0.7675 -0.4 -0.1 -0.5
C 0.6915 -0.4095 -2.1430 -1.7 0.8 0.4
C 0.4766 -1.5081 -2.8511 0.1 0.0 0.1
O -1.2190 0.0766 2.8260 0.0 0.2 0.1
O -0.6043 1.9438 1.5754 -0.1 -0.2 -0.1
H -0.3078 -0.2140 2.9601 -0.2 0.1 0.0
H -0.9305 2.4628 2.3287 0.1 -0.2 -0.1
H -2.3441 0.8249 1.3369 0.1 -0.1 -0.2
H 0.4217 -1.5266 0.4303 0.0 0.0 -0.1
H 1.3718 1.2109 0.8813 0.3 -0.2 0.0
H 2.2609 -0.3100 1.1328 -0.2 0.3 0.2
H -0.6581 1.1290 -0.7770 0.1 0.0 0.2
H -1.3491 -0.5765 -0.8952 -0.2 0.1 0.4
H 1.3566 0.3860 -2.4797 0.0 -0.1 0.0
H -0.1938 -2.2923 -2.4958 -0.1 0.1 -0.1
H 0.9466 -1.7060 -3.8160 0.1 0.0 0.2
```
Forces are in eV/Å.

Summary:
Lowest unoccupied orbital energy (spin up / spin down)   0.0261 / 0.0261 Ha
E_HOMO (spin up / spin down)   -6.030 / -6.122 eV
Total energy   -402.121864 Ha
Gap between HOMO and LUMO (spin up / spin down)   6.740 / 6.832 eV

# 2
One molecule with the formula C3H5NO, computed with ωB97M-V with the def2-TZVPD basis set.

XYZ file:
```
10
Properties=species:S:1:pos:R:3:forces:R:3
O 1.9593 0.1891 0.3265 -0.5 -0.1 -0.2
C 0.8374 -0.0043 -0.0834 0.3 -0.1 0.0
C -0.3598 0.9211 0.3348 -0.1 0.1 0.1
C -1.4781 -0.0378 0.4406 0.2 0.2 0.2
N 0.4735 -0.9917 -0.9373 0.0 0.0 0.1
H -0.0176 1.4546 1.2269 -0.1 -0.1 -0.1
H -0.4886 1.6170 -0.5053 0.0 -0.1 0.1
H -1.5632 -0.3278 1.5068 0.0 0.1 -0.1
H -0.5166 -1.1297 -1.1163 0.2 0.0 0.0
H 1.1537 -1.6905 -1.1932 0.0 0.1 0.0
```
Forces are in eV/Å.

Summary:
Lowest unoccupied orbital energy   -0.0287 Ha
E_HOMO   -9.213 eV
Total energy   -247.178731 Ha
Gap between HOMO and LUMO   8.430 eV

# 3
A 7-piece molecular cluster, C16H29BrO30S7 overall at a distorted geometry, computed with ωB97M-V with the def2-TZVPD basis set.

XYZ file:
```
83
Properties=species:S:1:pos:R:3:forces:R:3
O 4.5061 -2.5779 0.6843 0.4 -0.2 0.1
C 3.6293 -1.8048 0.5685 -0.1 0.0 -0.2
Br 3.8353 0.0010 1.3082 -0.1 0.1 -0.2
C 2.3028 -2.0842 -0.0978 -0.2 0.1 0.0
C 1.2933 -2.5467 0.9735 2.0 0.0 0.3
O 0.8873 -3.9116 0.7602 -2.2 1.8 -0.1
S -0.6864 -3.9804 1.0951 -0.4 -2.7 0.2
O -0.8377 -4.9821 2.1019 0.1 0.6 0.5
O -1.4544 -4.2265 -0.0768 0.3 1.0 -0.3
O -0.9100 -2.5448 1.7180 0.8 0.2 0.5
C 0.1187 -1.6207 1.2277 -0.7 -0.5 -1.4
O -0.4028 -1.0275 0.0972 0.8 0.4 0.4
H 1.9458 -1.2014 -0.6242 0.0 -0.1 0.0
H 2.4923 -2.9048 -0.7878 -0.1 0.1 0.0
H 1.8433 -2.5570 1.9171 -0.2 -0.2 0.1
H 0.4710 -0.8997 1.9627 -0.8 -0.1 0.4
H -1.0351 -0.3478 0.4125 0.1 -0.4 -0.5
O 4.0584 -5.1379 -1.7794 0.1 0.2 0.1
S 3.4382 -5.8516 -0.7208 0.0 -0.3 0.0
O 2.8160 -5.1797 0.3587 0.7 -0.3 -0.2
O 4.4810 -6.9328 -0.1610 0.0 0.0 -0.3
C 3.9242 -8.2503 -0.2475 -0.3 -0.2 0.3
C 2.9813 -8.1866 -1.4297 0.3 -0.1 -0.3
O 2.3860 -6.8880 -1.3361 0.0 -0.1 0.3
H 3.3886 -8.4588 0.6806 0.0 0.0 0.0
H 4.7149 -8.9832 -0.3824 0.2 0.2 0.0
H 2.2145 -8.9551 -1.3991 -0.2 0.2 0.1
H 3.5222 -8.2489 -2.3765 0.0 0.0 0.0
O 1.6973 0.9205 5.0735 0.0 0.1 -0.2
S 1.6035 -0.4810 4.8983 -0.1 -0.2 0.3
O 2.0171 -1.1080 3.6929 0.1 0.1 0.1
O 0.1089 -0.9343 5.2305 0.1 0.2 0.2
C 0.1082 -1.9266 6.2671 0.1 -0.5 -0.1
C 1.3412 -1.6120 7.0882 -0.2 0.3 0.3
O 2.3230 -1.2217 6.1157 -0.1 -0.2 -0.2
H 0.1759 -2.9111 5.8005 0.0 0.0 0.0
H -0.8089 -1.8632 6.8456 -0.1 0.2 -0.1
H 1.6953 -2.4656 7.6584 0.2 0.0 -0.2
H 1.1720 -0.7689 7.7608 0.0 0.0 0.0
O 5.5064 3.5588 0.0319 -0.1 0.2 -0.1
S 6.6696 3.8047 0.8035 0.2 -0.3 0.0
O 6.8424 5.0040 1.5370 -0.2 0.1 0.0
O 7.9478 3.5702 -0.1346 -0.2 -0.2 0.0
C 8.8029 2.5699 0.4339 0.3 0.1 0.3
C 7.8679 1.6692 1.2134 -0.1 -0.3 -0.4
O 6.9125 2.5688 1.7892 0.2 0.3 0.1
H 9.5220 3.0648 1.0897 0.0 0.0 0.0
H 9.3339 2.0406 -0.3523 -0.1 0.1 -0.2
H 8.3750 1.1089 1.9933 -0.1 0.1 0.2
H 7.3351 0.9778 0.5573 0.0 0.0 0.0
O -2.7053 0.0841 0.5391 -0.4 0.1 0.3
S -3.6928 1.1016 0.3754 0.0 0.3 -0.4
O -4.7590 1.2330 1.2976 0.1 -0.1 0.2
O -4.2596 0.9985 -1.0987 0.4 0.0 0.1
C -4.0717 2.2574 -1.7910 -0.2 0.4 0.0
C -2.8375 2.8530 -1.1580 0.3 -0.3 -0.3
O -2.9577 2.5092 0.2363 -0.2 0.0 0.0
H -4.9492 2.8727 -1.6186 0.2 -0.1 0.0
H -3.9521 2.0892 -2.8535 -0.1 -0.3 0.0
H -2.7792 3.9298 -1.2814 -0.1 0.0 0.3
H -1.9235 2.3947 -1.5444 0.0 0.0 0.0
O -8.6566 4.3167 -3.5199 0.1 0.0 -0.2
S -8.1288 3.5159 -2.4789 -0.3 -0.1 0.2
O -6.7471 3.1958 -2.4110 -0.3 0.2 -0.2
O -8.9821 2.1677 -2.3937 -0.2 0.2 0.0
C -9.5351 2.0110 -1.0790 0.2 -0.2 0.4
C -9.7164 3.4266 -0.5745 -0.4 0.1 -0.2
O -8.5647 4.1255 -1.0666 0.2 -0.3 0.1
H -8.8195 1.4570 -0.4687 0.0 0.0 0.0
H -10.4705 1.4610 -1.1296 0.0 0.0 -0.2
H -9.7577 3.4846 0.5091 0.2 0.1 0.0
H -10.6077 3.8932 -0.9988 0.0 0.0 0.0
O -3.5501 3.7781 -4.3625 -0.1 0.1 -0.1
S -2.7065 4.8209 -4.8292 0.3 0.0 -0.1
O -3.2040 6.1191 -5.0874 -0.1 0.0 0.1
O -1.9130 4.2866 -6.1090 0.0 -0.2 0.2
C -0.4974 4.3788 -5.8935 0.3 0.3 -0.1
C -0.3316 4.2286 -4.3966 0.0 -0.4 0.0
O -1.4474 4.9446 -3.8454 0.0 0.2 -0.2
H -0.1605 5.3580 -6.2382 0.0 0.0 0.0
H 0.0176 3.6014 -6.4505 -0.2 -0.1 -0.1
H 0.6018 4.6461 -4.0309 -0.1 0.2 0.1
H -0.4080 3.1834 -4.0893 0.0 0.0 0.0
```
Forces are in eV/Å.

Summary:
Lowest unoccupied orbital energy   0.0127 Ha
E_HOMO   -10.047 eV
Total energy   -8245.433660 Ha
SMILES string   O=C(Br)C[C@@H]1OS(=O)(=O)O[C@@H]1O.O=S1(=O)OCCO1.O=S1(=O)OCCO1.O=S1(=O)OCCO1.O=S1(=O)OCCO1.O=S1(=O)OCCO1.O=S1(=O)OCCO1
Gap between HOMO and LUMO   10.392 eV

Among the records above, which one has the highest total energy?
C3H5NO